No. 1
A gas-phase ion, C2H4O4PS (charge -1) at a distorted geometry, computed with ωB97M-V/def2-TZVPD.

```
12
Properties=species:S:1:pos:R:3:forces:R:3:lowdin_charge:R:1
C 0.289248 0.665721 -1.694460 -1.566 -0.657 0.749 -0.009
O 0.045409 1.371553 -0.364140 2.774 -0.591 -3.603 -0.061
C -0.986222 0.957135 0.267455 -3.282 1.621 2.260 -0.608
O -1.814466 0.195978 -0.158904 0.166 -0.830 0.077 0.019
P -1.302957 2.219479 1.816701 0.506 -1.530 0.866 0.089
O -0.328337 3.344173 1.742299 -0.356 -0.244 -0.254 -0.442
O -0.767010 1.118627 2.998613 -0.131 0.243 -1.463 -0.306
S -3.227623 2.491573 2.197405 0.426 0.055 -0.511 0.057
H -0.649676 0.337169 -2.217480 0.410 0.870 0.885 0.084
H 0.734947 -0.324221 -1.481490 0.540 0.889 -0.086 0.088
H 0.794900 1.353236 -2.368202 0.484 -0.144 0.535 0.075
H -0.662789 1.629774 3.795925 0.029 0.317 0.544 0.015
```
Positions in Å, forces in eV/Å.

structure (SMILES) = COC(=O)[P@]([O-])(O)=S
ΔE to the lowest compared entry with this formula, charge and spin = 9.02 kJ/mol
HOMO energy = -4.098 eV
gap between HOMO and LUMO = 0.275 Ha
net charge = -1
E = -30456.2171 eV
lowest unoccupied orbital energy = 3.39 eV

No. 2
A molecular structure, C2H4ORu at a distorted geometry, computed with ωB97M-V/def2-TZVPD.

```
8
Properties=species:S:1:pos:R:3:forces:R:3:lowdin_spin:R:1
O 3.369993 0.185566 0.141900 1.580 0.448 0.564 1.770
Ru 1.561370 -0.118535 -0.177190 -1.724 -0.526 -0.846 3.867
C -0.740365 0.658308 0.027879 0.817 1.790 0.137 0.117
C -0.858468 -0.682759 -0.019655 -0.054 -1.765 0.140 0.189
H -0.662917 1.182449 0.985491 -0.235 0.030 -0.107 0.012
H -0.795220 1.261203 -0.883954 -0.173 0.033 0.141 0.013
H -0.869553 -1.281858 0.895325 -0.186 0.023 -0.105 0.014
H -1.004838 -1.204376 -0.969796 -0.024 -0.033 0.076 0.018
```
Positions in Å, forces in eV/Å.

multiplicity = 7
expectation value of S² = 12.015
ΔE to the lowest compared entry with this formula, charge and spin = 87.29 kJ/mol
HOMO energy (alpha / beta) = -23.142 / -23.118 eV
gap between HOMO and LUMO (alpha / beta) = 0.457 / 0.249 Ha
net charge = +2
E = -6739.0435 eV
lowest unoccupied orbital energy (alpha / beta) = -10.70 / -16.33 eV

No. 3
2 unconnected molecules or ions with the total composition C2H4OS at a distorted geometry, computed with ωB97M-V/def2-TZVPD.

```
8
Properties=species:S:1:pos:R:3:forces:R:3:lowdin_charge:R:1
C 0.612850 0.764176 1.209795 0.401 1.311 0.545 0.014
C -0.063807 1.786140 0.754586 1.979 -0.262 -0.022 -0.116
O 0.044049 -1.945545 -1.582688 -1.103 -0.292 1.121 -0.562
S -0.925658 -1.678268 -0.201764 0.951 -0.634 -1.896 0.655
H 0.634147 -0.255900 0.917409 0.023 -0.872 0.303 -0.090
H -0.641010 1.404634 -0.040862 -1.500 0.302 -1.131 0.007
H 0.287092 2.825234 0.771316 -0.675 -0.355 0.497 0.057
H 0.052338 -2.900471 -1.827792 -0.075 0.802 0.583 0.034
```
Positions in Å, forces in eV/Å.

ΔE to the lowest compared entry with this formula, charge and spin = 523.37 kJ/mol
HOMO energy (alpha / beta) = -9.762 / -8.619 eV
gap between HOMO and LUMO (alpha / beta) = 0.362 / 0.244 Ha
E = -15016.0412 eV
lowest unoccupied orbital energy (alpha / beta) = 0.08 / -1.98 eV

No. 4
2 unconnected molecules or ions with the total composition C2H4OS at a distorted geometry, computed with ωB97M-V/def2-TZVPD.

```
8
Properties=species:S:1:pos:R:3:forces:R:3:lowdin_charge:R:1
C 0.644250 0.105039 -0.944307 0.234 -1.135 2.424 0.002
C 1.138908 0.681541 0.087755 0.532 4.183 -1.554 -0.129
O -1.838494 -0.712873 0.943542 0.398 -0.223 -0.062 -0.607
S -0.838493 -1.996028 0.572202 -0.511 1.239 -0.533 0.603
H 0.446454 0.097403 -1.936411 -0.574 0.159 -2.658 -0.005
H 1.183773 0.257141 1.010288 0.145 -1.308 2.543 -0.003
H 1.460168 1.827508 0.111220 -0.469 -2.228 -0.377 0.109
H -2.196566 -0.259732 0.155713 0.245 -0.687 0.215 0.031
```
Positions in Å, forces in eV/Å.

ΔE to the lowest compared entry with this formula, charge and spin = 491.57 kJ/mol
HOMO energy (alpha / beta) = -9.063 / -8.356 eV
gap between HOMO and LUMO (alpha / beta) = 0.330 / 0.260 Ha
E = -15016.3708 eV
lowest unoccupied orbital energy (alpha / beta) = -0.08 / -1.28 eV

No. 5
A molecular structure, C2H4OS2 at a distorted geometry, computed with ωB97M-V/def2-TZVPD.

```
9
Properties=species:S:1:pos:R:3:forces:R:3:lowdin_charge:R:1
C -0.780135 -0.344809 0.178629 -2.130 -0.267 -1.704 -0.394
C 0.241461 -1.114284 -0.499844 1.805 -0.732 -0.474 -0.753
O 1.461381 1.230505 0.136447 1.892 0.405 -0.892 -0.773
S 0.053887 1.444220 -0.249807 -1.240 0.928 2.223 0.880
S 1.757722 -1.053065 0.139843 -0.852 -1.002 -0.024 0.765
H -1.810616 -0.440849 -0.369829 1.786 0.614 1.135 0.111
H -0.893950 -0.369980 1.275895 0.450 -0.140 -0.681 0.081
H 0.222829 -1.369664 -1.611060 -0.693 0.471 1.561 0.072
H -0.252582 2.017922 0.999725 -1.018 -0.276 -1.143 0.012
```
Positions in Å, forces in eV/Å.

ΔE to the lowest compared entry with this formula, charge and spin = 291.72 kJ/mol
HOMO energy = -8.309 eV
gap between HOMO and LUMO = 0.301 Ha
E = -25853.4720 eV
lowest unoccupied orbital energy = -0.12 eV

No. 6
2 unconnected molecules or ions with the total composition C2H4OS2 at a distorted geometry, computed with ωB97M-V/def2-TZVPD.

```
9
Properties=species:S:1:pos:R:3:forces:R:3:lowdin_charge:R:1
C 0.298051 0.935427 -0.682910 -0.020 0.073 2.781 -0.510
C 0.206591 -0.185137 0.377856 -1.152 -1.219 3.005 -0.919
H -2.087640 -0.101273 -0.045670 1.471 2.876 -2.357 0.071
H 1.266681 0.727945 -1.274966 -2.329 0.237 -0.150 0.075
H 0.637842 1.853827 0.000309 -1.018 -1.673 -1.443 0.121
H 2.039203 -1.642948 -0.987678 -0.678 1.102 3.941 0.106
O -0.741675 -0.440705 1.166813 2.530 1.040 -2.495 -0.157
S -1.589790 1.089285 -1.121743 0.727 -1.926 1.249 0.542
S 1.655382 -1.202638 0.796983 0.468 -0.509 -4.532 0.670
```
Positions in Å, forces in eV/Å.

ΔE to the lowest compared entry with this formula, charge and spin = 379.01 kJ/mol
HOMO energy = -9.301 eV
gap between HOMO and LUMO = 0.299 Ha
E = -25852.5673 eV
lowest unoccupied orbital energy = -1.17 eV

No. 7
2 unconnected molecules or ions with the total composition C2H4OS2 at a distorted geometry, computed with ωB97M-V/def2-TZVPD.

```
9
Properties=species:S:1:pos:R:3:forces:R:3:lowdin_charge:R:1
C -1.944441 -0.140924 -0.126965 -3.215 2.380 -0.152 -0.164
C -1.329695 -1.077901 0.486988 2.232 -1.862 0.545 -0.095
O 2.186016 0.019242 -0.554131 1.055 3.029 -0.966 -1.139
S 2.417764 1.602708 0.318874 -0.314 -1.446 -0.292 0.696
S 1.485476 -1.230990 0.024148 -1.621 -1.647 1.468 0.620
H -3.027124 0.164318 0.316360 2.159 -0.700 -1.061 0.101
H -1.672803 0.519070 -1.019958 0.076 -1.224 1.444 0.077
H -1.293230 -1.911118 1.241043 -0.364 1.505 -0.968 0.056
H 3.178035 2.055598 -0.686358 -0.008 -0.035 -0.017 -0.152
```
Positions in Å, forces in eV/Å.

ΔE to the lowest compared entry with this formula, charge and spin = 568.52 kJ/mol
HOMO energy (alpha / beta) = -8.574 / -8.163 eV
gap between HOMO and LUMO (alpha / beta) = 0.298 / 0.269 Ha
E = -25850.6032 eV
lowest unoccupied orbital energy (alpha / beta) = -0.47 / -0.84 eV

No. 8
C2H4OS2 in the gas phase at a distorted geometry, computed with ωB97M-V/def2-TZVPD.

```
9
Properties=species:S:1:pos:R:3:forces:R:3:lowdin_charge:R:1
C -1.912622 -0.553491 0.503560 1.015 3.906 0.863 -0.518
S -0.856175 -0.020112 -0.845483 3.000 0.225 1.323 0.528
S 1.160612 0.402798 0.613155 -2.248 -0.320 -1.086 0.639
C 2.454646 0.572414 -0.568465 -0.646 0.060 -2.283 -0.753
O 3.486562 1.153868 -0.350449 -0.786 -0.894 -0.078 -0.039
H -1.392303 -0.991435 1.315763 0.423 -0.947 0.423 0.013
H -2.662002 -1.083571 0.068379 -2.035 -2.081 -0.997 -0.016
H -2.372808 0.384980 0.889078 0.171 -0.725 -0.005 0.043
H 2.094093 0.134548 -1.625535 1.106 0.775 1.841 0.102
```
Positions in Å, forces in eV/Å.

structure (SMILES) = CSSC=O
ΔE to the lowest compared entry with this formula, charge and spin = 145.51 kJ/mol
HOMO energy = -9.288 eV
gap between HOMO and LUMO = 0.278 Ha
E = -25854.9874 eV
lowest unoccupied orbital energy = -1.73 eV

Which formula does entry 2 have?
C2H4ORu

What is the formula in the fourth record?
C2H4OS

Look up the ΔE to the lowest compared entry with this formula, charge and spin of the eighth one.
145.51 kJ/mol

Among the records above, which one has the highest E?
C2H4ORu